{"formula": "C28H22IrN6O3S", "method": "ωB97M-V with the def2-TZVPD basis set", "orbital_gap_ev": [6.5, 6.2], "spin_multiplicity": 2, "lumo_ev": [-1.090, -1.759], "homo_energy_ha": [-0.2794, -0.2935], "de_lowest_kcal_mol": 4.30, "s2": 0.84, "species": ["Ir", "C", "C", "O", "C", "C", "C", "N", "N", "C", "O", "C", "C", "C", "C", "C", "C", "H", "H", "H", "H", "H", "H", "H", "H", "H", "H", "H", "H", "N", "C", "C", "C", "C", "C", "C", "C", "C", "C", "C", "C", "C", "N", "C", "C", "C", "C", "N", "H", "H", "H", "H", "H", "H", "H", "H", "H", "H", "O", "S", "N"], "xyz": [[-0.752, -0.173, 0.377], [-1.644, 4.006, 1.099], [-0.662, 2.881, 0.905], [-1.079, 1.905, 0.219], [0.633, 3.059, 1.462], [1.732, 2.228, 1.317], [3.071, 2.578, 1.892], [1.537, 1.097, 0.632], [2.563, 0.313, 0.418], [2.124, -0.752, -0.304], [0.950, -0.903, -0.750], [3.118, -1.809, -0.602], [2.678, -3.021, -1.130], [3.586, -4.033, -1.393], [4.937, -3.837, -1.136], [5.378, -2.628, -0.614], [4.473, -1.615, -0.344], [-2.627, 3.700, 0.751], [-1.326, 4.889, 0.543], [-1.693, 4.281, 2.153], [0.781, 3.979, 2.013], [3.044, 3.549, 2.381], [3.827, 2.584, 1.106], [3.371, 1.817, 2.613], [1.621, -3.154, -1.320], [3.243, -4.976, -1.798], [5.647, -4.628, -1.340], [6.431, -2.476, -0.415], [4.802, -0.671, 0.066], [-5.238, -7.871, -4.740], [-4.713, -7.017, -4.180], [-4.053, -5.947, -3.475], [-2.684, -6.016, -3.237], [-2.055, -4.992, -2.550], [-2.784, -3.893, -2.106], [-4.150, -3.824, -2.361], [-4.788, -4.849, -3.037], [-2.116, -2.783, -1.370], [-1.568, -3.077, -0.125], [-1.537, -4.337, 0.533], [-0.821, -4.175, 1.693], [-0.444, -2.815, 1.740], [-0.891, -2.162, 0.678], [-2.067, -1.549, -2.018], [-2.408, -1.273, -3.367], [-2.049, 0.033, -3.619], [-1.499, 0.530, -2.421], [-1.507, -0.402, -1.477], [-2.119, -6.867, -3.593], [-0.990, -5.036, -2.364], [-4.712, -2.964, -2.022], [-5.852, -4.805, -3.227], [-1.992, -5.242, 0.168], [-0.583, -4.920, 2.433], [0.130, -2.307, 2.499], [-2.840, -1.979, -4.056], [-2.155, 0.580, -4.540], [-1.109, 1.513, -2.212], [-0.799, 0.520, 4.761], [-1.546, 0.463, 3.518], [-0.809, 0.106, 2.279]], "forces_ev_per_a": [[1.28, -1.19, -0.19], [-0.01, 0.02, -0.01], [0.03, -0.10, -0.25], [0.10, 0.18, 0.10], [-0.04, 0.04, 0.06], [0.22, -0.17, 0.00], [-0.05, -0.03, 0.01], [0.06, 0.58, -0.08], [-0.26, -0.36, -0.08], [0.47, 0.23, 0.08], [-0.83, 0.32, 0.29], [-0.10, 0.01, -0.06], [0.00, 0.01, 0.00], [0.00, 0.01, 0.00], [-0.02, -0.01, 0.00], [-0.01, 0.01, 0.00], [0.02, 0.00, 0.00], [0.00, 0.00, 0.00], [0.02, 0.00, 0.01], [-0.01, 0.02, 0.00], [-0.05, 0.01, 0.01], [0.00, 0.00, 0.01], [0.00, 0.00, -0.01], [0.01, 0.00, 0.00], [0.00, -0.01, 0.00], [0.00, -0.01, 0.00], [0.00, 0.00, -0.01], [0.00, 0.00, 0.00], [0.00, 0.00, 0.01], [-0.01, -0.01, -0.01], [0.05, 0.07, 0.05], [-0.05, -0.08, -0.05], [0.04, 0.01, 0.00], [0.00, 0.00, -0.01], [0.00, 0.03, 0.03], [-0.01, -0.03, -0.01], [-0.01, 0.03, 0.02], [0.04, 0.03, -0.05], [-0.03, 0.03, 0.10], [0.01, 0.00, -0.02], [0.04, 0.05, -0.03], [0.09, -0.06, 0.04], [-0.22, 0.08, -0.01], [0.10, -0.06, 0.04], [-0.04, 0.07, -0.05], [-0.06, -0.09, 0.01], [0.00, 0.04, 0.04], [-0.14, 0.24, 0.07], [0.00, 0.00, 0.01], [0.00, 0.00, 0.01], [0.00, 0.00, 0.01], [0.00, 0.00, 0.00], [0.00, -0.01, -0.01], [-0.01, 0.00, 0.01], [-0.04, 0.03, 0.03], [-0.01, 0.01, -0.01], [0.01, 0.00, -0.01], [-0.01, -0.01, -0.01], [0.04, 0.05, -0.01], [-0.07, -0.06, 0.20], [-0.55, 0.10, -0.26]], "mulliken_charge": [1.47, -1.51, 0.86, -0.68, -0.80, 0.78, -1.37, 0.63, -0.97, 0.20, -0.63, 0.47, -0.39, -0.71, -0.36, -0.70, -0.36, 0.35, 0.35, 0.40, 0.31, 0.39, 0.32, 0.31, 0.53, 0.40, 0.38, 0.39, 0.47, -0.52, -0.10, 0.62, -0.97, -0.08, -0.82, -0.11, -0.92, 1.28, 0.40, -0.56, -1.28, -0.25, 0.01, 0.07, -0.50, -1.22, -0.17, -0.09, 0.46, 0.56, 0.52, 0.45, 0.59, 0.45, 0.61, 0.52, 0.45, 0.53, -0.51, 0.34, -0.28]}

***

{"formula": "C28H22N13ReS", "method": "ωB97M-V with the def2-TZVPD basis set", "orbital_gap_ev": [4.9, 5.2], "spin_multiplicity": 2, "lumo_ev": [-4.861, -4.618], "charge": 1, "homo_energy_ha": [-0.3592, -0.3594], "de_lowest_kcal_mol": 8.30, "s2": 0.76, "species": ["Re", "C", "C", "C", "C", "N", "C", "N", "C", "N", "C", "N", "C", "C", "C", "C", "C", "N", "C", "C", "C", "C", "C", "C", "H", "H", "H", "H", "H", "H", "H", "H", "H", "H", "H", "H", "S", "C", "N", "N", "C", "N", "C", "C", "C", "C", "C", "C", "H", "H", "H", "H", "H", "H", "N", "N", "H", "H", "H", "H", "N", "C", "N", "C", "N"], "xyz": [[0.611, -0.293, -0.294], [4.732, -1.009, 0.819], [4.666, -1.500, 2.122], [3.482, -1.387, 2.807], [2.358, -0.837, 2.191], [2.399, -0.444, 0.889], [3.595, -0.497, 0.254], [1.268, -0.664, 3.030], [0.168, -0.155, 2.678], [-0.173, 0.271, 1.368], [-1.258, 1.135, 1.455], [-1.577, 2.020, 0.569], [-0.675, 2.443, -0.374], [-0.948, 3.686, -0.975], [0.005, 4.317, -1.727], [1.265, 3.716, -1.872], [1.461, 2.481, -1.326], [0.493, 1.802, -0.654], [-1.835, 1.003, 2.791], [-2.979, 1.549, 3.345], [-3.224, 1.281, 4.684], [-2.332, 0.520, 5.442], [-1.173, -0.006, 4.887], [-0.952, 0.238, 3.547], [5.647, -1.039, 0.245], [5.532, -1.948, 2.591], [3.364, -1.724, 3.826], [3.607, -0.146, -0.767], [-1.911, 4.129, -0.768], [-0.195, 5.284, -2.169], [2.072, 4.209, -2.393], [2.421, 1.983, -1.400], [-3.653, 2.154, 2.753], [-4.116, 1.673, 5.154], [-2.553, 0.335, 6.485], [-0.480, -0.603, 5.464], [-1.698, -2.772, 2.286], [-0.113, -3.253, 2.234], [1.016, -3.535, 2.161], [-3.277, -1.292, -1.545], [-2.177, -1.280, -0.792], [-1.271, -0.434, -1.267], [-1.837, 0.152, -2.409], [-1.360, 1.119, -3.291], [-2.177, 1.484, -4.344], [-3.446, 0.915, -4.522], [-3.935, -0.033, -3.647], [-3.107, -0.397, -2.593], [-4.081, -1.872, -1.366], [-2.041, -1.888, 0.108], [-0.400, 1.601, -3.155], [-1.835, 2.235, -5.045], [-4.055, 1.231, -5.358], [-4.918, -0.468, -3.775], [2.724, -1.031, -2.652], [1.471, -0.370, -2.403], [2.779, -1.296, -3.629], [2.736, -1.880, -2.099], [0.721, -0.801, -2.942], [1.574, 0.567, -2.776], [0.696, -2.217, -0.482], [1.172, -3.320, -0.513], [1.507, -4.483, -0.690], [2.620, -5.073, -0.246], [3.599, -5.587, 0.074]], "forces_ev_per_a": [[0.08, -0.21, -0.13], [0.02, -0.02, 0.00], [0.00, 0.00, 0.02], [0.05, -0.02, 0.03], [-0.04, 0.05, -0.05], [-0.03, -0.01, 0.04], [-0.02, 0.01, 0.00], [0.08, -0.06, 0.02], [-0.06, 0.03, -0.09], [-0.06, 0.13, 0.13], [0.06, -0.03, -0.03], [0.01, 0.01, -0.02], [0.02, -0.02, 0.05], [0.00, 0.03, 0.00], [-0.01, 0.00, 0.01], [-0.02, 0.05, -0.02], [0.02, -0.10, 0.02], [-0.04, 0.02, 0.00], [0.01, -0.01, -0.01], [-0.02, 0.02, -0.01], [0.01, -0.01, 0.02], [-0.02, 0.01, 0.00], [0.01, -0.02, 0.02], [0.00, -0.01, -0.03], [-0.01, 0.00, 0.01], [-0.01, 0.00, 0.00], [0.00, 0.00, -0.01], [-0.01, 0.02, 0.03], [0.00, 0.00, -0.01], [0.00, -0.01, 0.01], [-0.01, -0.01, 0.00], [0.00, -0.02, 0.00], [0.01, -0.01, 0.01], [0.00, 0.00, 0.00], [0.01, 0.00, -0.01], [-0.01, 0.01, 0.00], [-0.03, 0.00, 0.04], [0.15, -0.07, -0.08], [-0.09, 0.05, 0.07], [-0.01, 0.02, -0.04], [-0.01, 0.01, -0.05], [0.00, 0.10, -0.05], [0.00, -0.05, 0.03], [0.01, -0.01, -0.01], [-0.01, 0.00, 0.01], [0.01, 0.01, 0.00], [-0.03, -0.01, 0.01], [-0.01, -0.02, 0.03], [-0.01, 0.00, 0.00], [0.02, -0.01, 0.01], [0.01, -0.01, -0.01], [0.00, -0.01, 0.01], [0.01, -0.01, 0.01], [0.02, 0.01, 0.00], [0.01, 0.04, -0.03], [0.02, -0.02, 0.07], [0.01, -0.01, -0.05], [0.00, -0.06, 0.02], [-0.07, -0.04, 0.03], [-0.02, 0.09, -0.02], [0.14, 0.21, -0.03], [-0.33, 0.06, 0.14], [0.26, -0.22, -0.07], [0.00, 0.15, 0.01], [-0.08, -0.04, -0.04]], "mulliken_charge": [0.43, -1.11, -0.45, -0.42, 0.43, -0.14, -0.21, -0.33, -0.35, 0.64, 0.37, -0.51, 0.61, -0.85, -0.39, -0.91, -0.10, 0.18, -0.09, -0.36, -0.61, -0.69, -0.24, 0.22, 0.46, 0.46, 0.51, 0.59, 0.56, 0.50, 0.51, 0.32, 0.55, 0.43, 0.42, 0.55, -0.51, 0.63, -0.65, 0.04, -0.18, 0.04, 0.64, 0.16, -1.18, -0.59, -1.04, 0.26, 0.29, -0.13, 0.31, 0.46, 0.42, 0.46, -0.74, -0.54, 0.32, 0.10, 0.46, 0.35, 0.56, 0.67, -0.56, 0.45, -0.45]}

***

{"formula": "C28H22NO5", "method": "ωB97M-V with the def2-TZVPD basis set", "orbital_gap_ev": 5.2, "lumo_ev": 1.604, "charge": -1, "homo_energy_ha": -0.1314, "species": ["C", "C", "O", "C", "C", "C", "C", "C", "C", "C", "C", "C", "N", "O", "H", "H", "H", "H", "H", "H", "H", "H", "H", "H", "C", "O", "C", "C", "C", "C", "C", "C", "C", "O", "C", "C", "C", "C", "C", "C", "C", "O", "C", "C", "H", "H", "H", "H", "H", "H", "H", "H", "H", "H", "H", "H"], "xyz": [[-3.056, -3.490, 3.616], [-2.061, -4.139, 2.711], [-1.023, -3.125, 2.468], [-0.196, -3.485, 1.463], [0.960, -2.593, 1.292], [2.015, -3.080, 0.398], [1.850, -4.178, -0.490], [2.869, -4.614, -1.337], [4.121, -3.993, -1.337], [4.332, -2.950, -0.426], [3.317, -2.512, 0.444], [1.344, -1.899, 2.433], [1.797, -1.354, 3.380], [-0.378, -4.550, 0.859], [-3.680, -4.256, 4.067], [-2.575, -2.886, 4.381], [-3.694, -2.835, 3.023], [-1.591, -5.024, 3.168], [-2.528, -4.439, 1.762], [0.909, -4.721, -0.517], [2.689, -5.433, -2.030], [4.915, -4.294, -2.026], [5.301, -2.439, -0.396], [3.520, -1.700, 1.156], [2.310, 5.784, -1.459], [2.139, 4.370, -1.736], [1.689, 3.538, -0.763], [1.403, 3.925, 0.564], [0.879, 2.995, 1.458], [0.581, 1.658, 1.076], [-0.159, 0.741, 1.906], [-1.079, 1.189, 2.820], [-1.680, 0.298, 3.858], [-1.371, -0.883, 4.059], [-2.719, 1.097, 4.581], [-2.797, 2.382, 4.032], [-3.733, 3.306, 4.496], [-4.610, 2.933, 5.517], [-4.530, 1.640, 6.076], [-3.577, 0.729, 5.612], [-1.817, 2.517, 2.907], [-1.738, 3.537, 2.230], [0.961, 1.275, -0.230], [1.495, 2.188, -1.129], [2.647, 6.203, -2.409], [1.363, 6.259, -1.159], [3.075, 5.953, -0.686], [1.595, 4.957, 0.868], [0.707, 3.351, 2.480], [-0.085, -0.327, 1.723], [-3.770, 4.305, 4.062], [-5.360, 3.630, 5.894], [-5.214, 1.356, 6.876], [-3.485, -0.268, 6.042], [0.784, 0.241, -0.514], [1.761, 1.876, -2.131]], "forces_ev_per_a": [[-0.42, 0.18, 0.08], [0.86, 0.52, -0.20], [-1.08, -1.01, -0.20], [1.23, -0.50, -0.27], [-1.16, -1.72, -0.49], [0.97, -0.14, -0.16], [0.12, -0.10, -0.50], [0.36, 0.55, 0.18], [-0.07, 0.27, 0.26], [-0.30, 0.23, 0.23], [0.01, -0.16, -0.55], [1.66, 1.24, 2.44], [-1.05, -0.81, -1.94], [-0.66, 0.92, 0.52], [-0.19, -0.07, 0.16], [0.04, -0.11, 0.08], [-0.10, 0.15, 0.10], [-0.06, 0.28, -0.21], [0.33, 0.04, 0.28], [0.42, 0.41, -0.05], [-0.09, 0.06, 0.17], [-0.25, 0.04, 0.24], [-0.30, -0.23, 0.03], [-0.07, -0.36, -0.35], [-0.11, -0.84, -0.03], [0.18, 0.86, 0.12], [-0.47, -0.67, 0.75], [0.27, -0.13, -0.66], [-0.07, -0.18, 0.05], [0.57, 1.11, -0.77], [-1.02, 0.92, 0.60], [-0.27, 0.27, 0.03], [0.80, -2.08, -0.35], [-0.85, 2.50, 0.03], [-0.48, 0.59, 0.20], [-0.35, -0.63, 0.26], [0.01, 0.10, -0.03], [0.29, -0.56, 0.06], [0.26, 0.30, -0.36], [0.06, -0.19, 0.13], [0.69, 0.55, -0.27], [-0.06, -1.06, 0.49], [-0.05, 0.29, 0.35], [0.00, 0.28, 0.23], [-0.05, -0.02, 0.21], [0.22, -0.24, -0.05], [-0.22, -0.11, -0.18], [-0.12, -0.43, 0.07], [-0.04, -0.41, -0.45], [0.23, 0.09, 0.22], [0.00, -0.26, 0.04], [0.24, -0.13, -0.14], [0.17, 0.05, -0.18], [-0.12, 0.20, -0.09], [0.12, 0.11, -0.12], [-0.02, 0.04, 0.00]], "mulliken_charge": [-1.09, -0.32, -0.03, 0.22, 0.76, 0.34, -0.39, -0.59, -0.46, -0.50, -0.67, 0.18, -0.84, -0.76, 0.44, 0.21, 0.26, 0.30, 0.31, 0.52, 0.34, 0.34, 0.31, 0.30, -0.82, -0.45, 0.96, -0.38, -0.63, 0.56, 0.25, -0.26, -0.06, -0.54, 0.05, -0.02, -0.29, -0.47, -0.53, -0.24, 0.15, -0.68, -0.33, -0.78, 0.25, 0.33, 0.32, 0.32, 0.37, 0.25, 0.45, 0.37, 0.37, 0.45, 0.39, 0.41]}

***

{"formula": "C28H23BrCl2N7O2Tc", "method": "ωB97M-V with the def2-TZVPD basis set", "orbital_gap_ev": [6.0, 6.4], "spin_multiplicity": 2, "lumo_ev": [-3.603, -3.907], "charge": 1, "homo_energy_ha": [-0.3539, -0.3787], "de_lowest_kcal_mol": 22.70, "s2": 1.02, "species": ["Tc", "O", "C", "C", "C", "C", "C", "C", "C", "O", "N", "N", "C", "C", "C", "C", "C", "C", "N", "H", "H", "H", "H", "H", "H", "H", "H", "H", "H", "C", "C", "N", "C", "C", "N", "H", "H", "H", "H", "H", "H", "Cl", "C", "C", "C", "C", "C", "Cl", "C", "N", "H", "H", "H", "Br", "C", "C", "C", "N", "C", "C", "H", "H", "H", "H"], "xyz": [[0.079, 0.371, -0.095], [-2.371, -3.466, 0.885], [-1.416, -4.333, 0.515], [-1.651, -5.700, 0.680], [-0.696, -6.625, 0.317], [0.519, -6.217, -0.231], [0.775, -4.876, -0.383], [-0.178, -3.916, -0.012], [0.157, -2.503, -0.096], [-0.750, -1.582, -0.044], [1.434, -2.177, -0.208], [1.625, -0.871, -0.181], [2.827, -0.371, -0.365], [2.925, 1.038, -0.287], [4.149, 1.722, -0.339], [4.169, 3.088, -0.189], [2.961, 3.762, 0.003], [1.790, 3.034, 0.031], [1.747, 1.711, -0.123], [-2.057, -2.552, 0.739], [-2.596, -6.007, 1.098], [-0.895, -7.676, 0.456], [1.249, -6.952, -0.530], [1.707, -4.523, -0.790], [3.685, -1.002, -0.533], [5.053, 1.154, -0.484], [5.100, 3.630, -0.212], [2.940, 4.831, 0.134], [0.843, 3.533, 0.183], [-3.071, 0.040, -1.853], [-2.866, 1.213, -0.971], [-1.768, 1.521, -0.297], [-2.052, 2.659, 0.411], [-3.328, 3.046, 0.150], [-3.825, 2.124, -0.726], [-2.458, -0.788, -1.499], [-2.792, 0.261, -2.885], [-4.119, -0.255, -1.838], [-1.334, 3.102, 1.071], [-3.900, 3.869, 0.524], [-4.757, 2.115, -1.110], [-2.831, 0.586, 2.744], [-1.440, 1.059, 3.626], [-1.560, 1.532, 4.911], [-0.426, 1.895, 5.626], [0.832, 1.774, 5.048], [0.958, 1.319, 3.756], [2.507, 1.177, 3.022], [-0.175, 0.947, 2.962], [-0.070, 0.548, 1.734], [-2.538, 1.610, 5.359], [-0.528, 2.275, 6.630], [1.713, 2.045, 5.608], [1.523, 1.156, -6.640], [0.927, 0.867, -4.869], [0.990, -0.394, -4.286], [0.602, -0.537, -2.971], [0.182, 0.479, -2.203], [0.066, 1.677, -2.800], [0.417, 1.918, -4.107], [1.349, -1.245, -4.841], [0.644, -1.515, -2.510], [-0.311, 2.485, -2.187], [0.316, 2.908, -4.525]], "forces_ev_per_a": [[-0.50, -0.73, 3.71], [-0.24, 0.12, 0.18], [0.42, -0.03, -0.25], [-0.14, 0.16, 0.03], [-0.03, 0.18, -0.03], [0.05, -0.02, -0.05], [-0.13, 0.02, 0.05], [-0.33, -0.14, 0.17], [0.51, 0.73, 0.08], [-1.06, -0.04, -0.63], [0.55, -1.49, -0.10], [1.30, 1.24, -0.16], [-0.80, -1.23, 0.09], [-0.04, 1.25, 0.07], [-0.43, -0.34, 0.03], [-0.40, 0.16, 0.04], [0.26, -0.14, 0.05], [0.04, 0.28, -0.08], [0.18, 0.26, -0.56], [0.00, -0.23, -0.10], [-0.11, -0.02, 0.06], [-0.05, -0.09, 0.01], [0.10, -0.05, -0.02], [0.14, -0.03, -0.01], [0.03, -0.18, 0.05], [0.13, -0.06, 0.00], [0.13, 0.07, -0.02], [-0.06, 0.07, 0.03], [-0.08, -0.04, -0.05], [0.08, -0.12, -0.06], [0.21, -0.29, -0.03], [-0.14, 0.00, -0.21], [-0.31, 0.37, -0.16], [0.37, 0.36, 0.31], [-0.12, -0.02, -0.02], [-0.07, -0.02, -0.04], [0.00, 0.01, -0.02], [0.01, -0.08, -0.03], [0.08, 0.10, 0.15], [-0.15, 0.13, 0.04], [0.12, -0.05, 0.03], [-0.38, -0.23, 0.02], [0.46, 0.02, -0.35], [-0.02, -0.04, 0.14], [0.00, -0.07, -0.25], [0.02, 0.13, 0.07], [-0.39, -0.20, -0.34], [0.27, 0.03, 0.10], [-0.31, 0.68, 2.38], [0.58, -0.41, -3.38], [-0.08, -0.01, 0.00], [0.03, 0.00, 0.10], [0.11, 0.01, -0.01], [-0.19, -0.09, 0.45], [-0.06, 0.00, 0.14], [-0.02, 0.32, -0.36], [0.02, -0.21, 0.09], [0.17, 0.12, -1.25], [-0.02, 0.19, 0.14], [0.17, -0.21, -0.40], [0.01, -0.10, -0.02], [0.08, -0.01, 0.10], [0.02, -0.04, 0.06], [-0.01, 0.07, 0.01]], "mulliken_charge": [-0.63, -0.71, 0.41, -0.72, -0.34, -0.91, -0.42, 0.09, 1.32, -0.47, -1.73, 1.60, -0.78, 0.86, -1.05, -0.49, -0.87, -0.22, 0.61, 0.36, 0.46, 0.40, 0.41, 0.46, 0.46, 0.52, 0.45, 0.48, 0.39, -1.21, 0.29, 1.33, -0.90, -0.74, -0.03, 0.02, 0.21, 0.53, 0.38, 0.43, 0.19, -0.17, 0.83, -0.65, -0.33, -0.65, 0.63, -0.14, -0.66, -0.12, 0.45, 0.40, 0.45, -0.10, 0.07, -0.92, -0.31, 1.09, -0.28, -0.86, 0.50, 0.38, 0.44, 0.50]}

***

| no. | M (Da) |
| --- | --- |
| 1 | 714.81 |
| 2 | 758.85 |
| 3 | 452.49 |
| 4 | 738.35 |